No. 1
A single C22H24FN5O2S molecule in a non-equilibrium geometry, computed with the ωB97M-V functional and the def2-TZVPD basis.

```
55
C22H24FN5O2S the ωB97M-V functional and the def2-TZVPD basis
C 1.241 0.279 4.562
C 2.529 -0.477 4.345
O 3.546 -0.180 4.932
C 2.492 -1.612 3.386
C 3.584 -2.482 3.356
C 3.596 -3.557 2.490
C 2.533 -3.784 1.632
C 1.444 -2.917 1.645
N 0.336 -3.063 0.808
C 0.142 -3.941 -0.200
O 0.890 -4.830 -0.539
C -1.195 -3.711 -0.911
S -1.113 -2.352 -2.127
C -1.288 -0.973 -1.088
N -1.333 -0.974 0.219
N -1.460 0.300 0.629
C -1.518 1.071 -0.416
C -1.505 2.567 -0.386
C -2.579 3.088 0.568
N -0.180 3.081 -0.043
C 0.815 2.756 -1.043
C 0.279 2.740 1.288
N -1.411 0.306 -1.560
C -1.448 0.718 -2.905
C -2.540 1.442 -3.370
C -2.578 1.858 -4.688
C -1.521 1.533 -5.521
F -1.556 1.937 -6.802
C -0.432 0.804 -5.075
C -0.397 0.396 -3.756
C 1.424 -1.838 2.525
H 1.382 1.004 5.360
H 0.960 0.807 3.653
H 0.440 -0.406 4.827
H 4.408 -2.293 4.027
H 4.440 -4.230 2.477
H 2.541 -4.620 0.952
H -0.370 -2.321 0.905
H -1.998 -3.480 -0.213
H -1.437 -4.593 -1.504
H -1.713 2.941 -1.396
H -2.429 4.151 0.733
H -2.535 2.560 1.515
H -3.563 2.932 0.134
H 1.093 1.691 -1.057
H 0.447 3.033 -2.031
H 1.714 3.336 -0.836
H 0.367 1.655 1.441
H 1.256 3.196 1.440
H -0.409 3.144 2.025
H -3.360 1.666 -2.706
H -3.413 2.421 -5.072
H 0.370 0.566 -5.755
H 0.444 -0.170 -3.385
H 0.570 -1.177 2.512
```

## Properties
HOMO-LUMO gap ... 8.8 eV
Structure (SMILES) ... CC(=O)c1cccc(NC(=O)CSc2nnc([C@@H](C)N(C)C)n2-c2ccc(F)cc2)c1
HOMO energy ... -0.3107 Ha
DFT total energy ... -48302.283 eV
Relative energy (zero: lowest compared OMol25 entry of this formula, charge and spin) ... 4.24 kcal per mole

No. 2
2 unconnected molecules or ions with the total composition C2H8N2 in a non-equilibrium geometry, computed with the ωB97M-V functional and the def2-TZVPD basis.

```
12
C2H8N2 the ωB97M-V functional and the def2-TZVPD basis
C -1.186 -1.068 0.726
C 0.065 -0.934 0.100
N 1.386 -0.955 0.840
H -1.080 -1.588 1.702
H -2.066 -1.180 0.040
H 0.365 -0.712 -0.905
H 1.199 -1.096 1.846
H 1.876 -0.112 0.579
N -0.051 1.896 -1.314
H -0.916 2.455 -1.614
H 0.380 2.381 -0.546
H 0.028 0.914 -1.454
```

## Properties
HOMO-LUMO gap ... 9.7 eV
Structure (SMILES) ... C=CN.N
HOMO energy ... -0.3197 Ha
DFT total energy ... -5182.050 eV
Relative energy (zero: lowest compared OMol25 entry of this formula, charge and spin) ... 38.92 kcal per mole

No. 3
A molecular structure, C38H54BBiBrN8OP2, computed with the ωB97M-V functional and the def2-TZVPD basis.

```
106
C38H54BBiBrN8OP2 the ωB97M-V functional and the def2-TZVPD basis
Bi -0.821 -1.123 -1.138
C 2.836 -0.374 3.566
C 1.336 -0.240 3.869
C 1.103 -0.322 5.378
C 0.902 1.155 3.412
P 0.471 -1.517 2.779
C -1.330 -1.071 2.891
N -1.702 0.064 2.067
B -1.441 0.354 0.676
N -1.922 1.697 0.475
C -1.916 2.572 -0.678
P -0.675 2.148 -1.983
C -1.358 3.239 -3.371
C -2.537 2.476 -3.994
C -1.875 4.620 -2.953
C -0.290 3.417 -4.456
C 0.910 2.924 -1.324
C 2.065 2.523 -2.251
C 0.921 4.440 -1.131
C 1.165 2.271 0.039
C -2.483 2.156 1.659
C -3.108 3.359 1.947
C -3.614 3.552 3.229
C -3.509 2.556 4.190
C -2.891 1.343 3.900
C -2.367 1.150 2.631
C 0.437 -3.170 3.688
C -0.292 -3.235 5.037
C -0.270 -4.144 2.731
C 1.877 -3.664 3.872
H 3.392 0.366 4.150
H 3.037 -0.199 2.508
H 3.226 -1.361 3.816
H 1.572 0.546 5.854
H 1.542 -1.212 5.824
H 0.042 -0.299 5.630
H 1.584 1.894 3.843
H -0.104 1.403 3.745
H 0.934 1.262 2.327
H -1.595 -0.844 3.923
H -1.897 -1.959 2.599
H -1.754 3.597 -0.330
H -2.894 2.545 -1.170
H -3.378 2.383 -3.307
H -2.263 1.469 -4.301
H -2.882 3.027 -4.874
H -2.657 4.557 -2.197
H -2.320 5.102 -3.830
H -1.091 5.275 -2.582
H 0.212 2.480 -4.701
H 0.470 4.144 -4.168
H -0.769 3.785 -5.368
H 2.034 3.050 -3.203
H 2.054 1.456 -2.464
H 3.015 2.771 -1.768
H 0.867 4.979 -2.076
H 1.862 4.724 -0.649
H 0.109 4.783 -0.487
H 1.187 1.179 -0.027
H 0.412 2.554 0.775
H 2.142 2.599 0.410
H -3.219 4.126 1.193
H -4.109 4.484 3.471
H -3.924 2.716 5.177
H -2.838 0.572 4.657
H -1.235 -2.688 5.033
H 0.316 -2.862 5.860
H -0.537 -4.278 5.253
H -1.352 -4.063 2.820
H -0.007 -5.171 2.995
H 0.001 -3.980 1.686
H 2.453 -3.034 4.546
H 2.409 -3.713 2.918
H 1.858 -4.671 4.297
O 3.206 -0.542 -3.947
C 2.394 -0.734 -3.016
N 1.084 -0.624 -3.019
C 0.506 -0.300 -4.301
C -0.063 -1.538 -4.952
C 0.265 -1.900 -6.255
C -0.298 -3.041 -6.800
C -1.177 -3.785 -6.029
C -1.445 -3.347 -4.740
N -0.905 -2.258 -4.207
C 2.981 -1.181 -1.688
C 4.357 -1.060 -1.508
C 4.929 -1.541 -0.346
C 4.110 -2.154 0.593
C 2.751 -2.210 0.336
N 2.183 -1.717 -0.763
H -0.336 0.387 -4.150
H 1.224 0.178 -4.976
H 0.969 -1.297 -6.813
H -0.049 -3.349 -7.808
H -1.641 -4.686 -6.407
H -2.131 -3.896 -4.104
H 4.934 -0.615 -2.305
H 5.996 -1.458 -0.180
H 4.510 -2.573 1.507
H 2.080 -2.658 1.055
Br -3.234 -0.506 -2.097
N -3.114 -6.449 2.369
C -2.856 -5.814 1.435
N -2.560 -5.183 0.324
C -2.244 -3.957 0.219
N -1.955 -2.842 0.010
```

## Properties
Total charge ... -1
HOMO-LUMO gap ... 7.6 eV
HOMO energy ... -0.1919 Ha
DFT total energy ... -149392.655 eV

No. 4
3 unconnected molecules or ions with the total composition C4H10O in a non-equilibrium geometry, computed with the ωB97M-V functional and the def2-TZVPD basis.

```
15
C4H10O the ωB97M-V functional and the def2-TZVPD basis
C -2.125 0.419 0.522
C -1.189 -0.384 -0.372
C 0.234 0.132 -0.234
O 1.149 -0.763 -0.615
C 2.427 -0.416 -0.339
H -2.125 1.476 0.234
H -3.153 0.053 0.459
H -1.790 0.354 1.562
H -1.562 -0.345 -1.413
H -1.197 -1.445 -0.095
H 1.025 0.393 1.199
H 0.418 1.158 -0.574
H 2.753 0.534 -0.780
H 2.060 0.100 1.053
H 3.076 -1.266 -0.608
```

## Properties
HOMO-LUMO gap ... 10.0 eV
HOMO energy ... -0.3281 Ha
DFT total energy ... -6353.703 eV
Relative energy (zero: lowest compared OMol25 entry of this formula, charge and spin) ... 94.55 kcal per mole

No. 5
A molecular structure, C31H36NO8P2PtS2 in a non-equilibrium geometry, computed with the ωB97M-V functional and the def2-TZVPD basis.

```
81
C31H36NO8P2PtS2 the ωB97M-V functional and the def2-TZVPD basis
Pt 1.072 0.571 0.190
O 1.007 0.340 2.551
N 1.938 0.990 3.212
C 1.691 1.270 4.519
C 2.637 1.816 5.344
C 3.893 2.129 4.825
C 4.113 1.906 3.471
C 3.134 1.351 2.647
S 3.417 1.090 0.981
H 0.708 0.988 4.858
H 2.396 2.002 6.382
H 4.673 2.530 5.457
H 5.053 2.167 3.009
O 2.990 -0.070 -1.606
S 1.951 -0.035 -2.626
O 2.336 0.624 -3.865
O 0.633 0.403 -2.127
C 1.642 -1.753 -2.999
C 1.964 -2.308 -4.208
C 1.623 -3.635 -4.481
C 0.936 -4.360 -3.502
C 0.611 -3.797 -2.291
C 0.962 -2.460 -1.994
P 0.745 -1.752 -0.331
C -0.992 -2.256 -0.051
C -1.928 -2.136 -1.081
C -3.242 -2.519 -0.886
C -3.647 -3.026 0.340
C -2.739 -3.091 1.388
C -1.429 -2.690 1.200
C 1.630 -2.929 0.734
C 1.264 -4.278 0.910
C 2.035 -5.120 1.680
C 3.182 -4.657 2.311
C 3.571 -3.328 2.121
C 2.820 -2.490 1.331
H 2.466 -1.688 -4.938
H 1.863 -4.088 -5.434
H 0.642 -5.383 -3.709
H 0.048 -4.376 -1.574
H -1.603 -1.748 -2.037
H -3.961 -2.428 -1.691
H -4.668 -3.359 0.483
H -3.061 -3.460 2.354
H -0.721 -2.719 2.017
H 0.350 -4.654 0.473
H 1.734 -6.156 1.805
H 3.758 -5.315 2.948
H 4.464 -2.960 2.609
H 3.120 -1.463 1.172
C -1.906 4.418 -2.641
C -0.980 3.203 -2.759
C -1.819 1.936 -2.948
C -0.030 3.349 -3.954
O -0.125 3.071 -1.643
P -0.446 3.292 -0.088
O -0.865 4.685 0.230
O 0.750 2.753 0.646
O -1.712 2.237 0.080
C -2.583 2.316 1.184
C -3.433 1.040 1.135
C -1.800 2.385 2.493
C -3.496 3.546 1.056
H -2.514 4.507 -3.543
H -1.323 5.324 -2.499
H -2.551 4.299 -1.775
H -2.359 1.964 -3.895
H -2.524 1.825 -2.130
H -1.138 1.091 -2.934
H -0.579 3.313 -4.894
H 0.685 2.529 -3.920
H 0.511 4.291 -3.888
H -2.789 0.169 1.196
H -3.972 0.997 0.192
H -4.147 1.024 1.957
H -1.112 1.542 2.548
H -2.484 2.370 3.342
H -1.220 3.304 2.503
H -4.131 3.452 0.175
H -2.862 4.421 0.944
H -4.123 3.654 1.940
```

## Properties
Total charge ... -2
HOMO-LUMO gap (alpha / beta) ... 4.6 / 4.6 eV
Multiplicity ... 2
HOMO energy (alpha / beta) ... -0.0067 / -0.0071 Ha
DFT total energy ... -94099.778 eV

No. 6
A molecular structure, C34H15BCuF15GeN8S2Te, computed with the ωB97M-V functional and the def2-TZVPD basis.

```
78
C34H15BCuF15GeN8S2Te the ωB97M-V functional and the def2-TZVPD basis
Cu -0.926 0.780 0.327
C -3.188 1.565 3.969
C -2.648 1.993 2.748
N -2.068 0.987 2.113
N -2.215 -0.106 2.905
C -2.893 0.220 4.024
B -1.713 -1.463 2.332
N -0.180 -1.388 2.115
C 0.777 -2.168 2.662
C 2.003 -1.646 2.320
C 1.695 -0.513 1.553
N 0.386 -0.374 1.435
N -2.487 -1.702 1.000
C -3.682 -2.313 0.845
C -4.154 -2.020 -0.416
C -3.173 -1.179 -0.962
N -2.182 -0.993 -0.105
N -1.983 -2.668 3.241
C -1.938 -3.961 2.837
C -1.944 -4.756 3.957
C -1.969 -3.838 5.024
N -1.978 -2.590 4.591
H -3.710 2.150 4.706
H -2.645 2.975 2.303
H -3.087 -0.524 4.775
H 0.525 -3.024 3.265
H 2.974 -2.022 2.593
H 2.353 0.202 1.083
H -4.115 -2.906 1.633
H -5.070 -2.359 -0.869
H -3.138 -0.694 -1.926
H -1.896 -4.215 1.790
H -1.932 -5.832 3.997
H -1.984 -4.035 6.086
F 2.670 -1.800 -2.264
C 3.137 -0.695 -1.675
C 2.448 0.507 -1.741
C 3.095 1.613 -1.212
F 2.561 2.826 -1.345
C 4.317 1.529 -0.570
F 4.915 2.612 -0.071
C 4.940 0.300 -0.467
F 6.120 0.199 0.147
C 4.356 -0.817 -1.032
F 4.985 -1.994 -0.963
Ge 0.656 0.772 -2.567
S -0.712 2.046 -1.527
C -0.178 -1.000 -2.899
C -0.188 -2.054 -2.004
F 0.506 -1.998 -0.870
C -0.916 -3.210 -2.219
F -0.908 -4.196 -1.318
C -1.682 -3.333 -3.358
F -2.399 -4.437 -3.575
C -1.713 -2.298 -4.274
F -2.459 -2.409 -5.380
C -0.972 -1.158 -4.027
F -1.070 -0.175 -4.939
C 1.213 1.468 -4.355
C 1.999 0.669 -5.166
F 2.356 -0.558 -4.749
C 2.439 1.055 -6.416
F 3.190 0.244 -7.168
C 2.086 2.304 -6.891
F 2.496 2.701 -8.097
C 1.311 3.138 -6.110
F 0.975 4.346 -6.573
C 0.889 2.715 -4.859
F 0.147 3.578 -4.164
Te 0.210 3.993 1.004
C 0.472 4.750 2.929
C 1.608 4.725 3.703
C 1.433 5.304 4.986
C 0.160 5.759 5.181
S -0.811 5.495 3.803
H 2.534 4.294 3.349
H 2.212 5.373 5.733
H -0.242 6.234 6.062
```

## Properties
Total charge ... -1
HOMO-LUMO gap (alpha / beta) ... 7.4 / 6.0 eV
Multiplicity ... 2
HOMO energy (alpha / beta) ... -0.1924 / -0.1939 Ha
DFT total energy ... -218984.069 eV
Relative energy (zero: lowest compared OMol25 entry of this formula, charge and spin) ... 0.00 kcal per mole